Entry 1:
Here is C21H55BrN7NbO15P as an isolated structure from the Open Molecules 2025 dataset. Energies are from ωB97M-V/def2-TZVPD.

CARTESIAN COORDINATES (ANGSTROEM)
C (-3.4601, 1.3053, -2.3453)
C (-3.3400, 0.9674, -0.8552)
C (-1.9131, 0.6699, -0.4340)
C (-1.0344, 1.9037, -0.5893)
C (0.1236, 1.9522, 0.3708)
C (1.0489, 0.7373, 0.2742)
C (1.0529, -0.1060, 1.5171)
C (1.9082, -1.3519, 1.3288)
C (1.0687, -2.5320, 0.8459)
C (2.0062, -3.6181, 0.3134)
C (1.6358, -4.2054, -1.0544)
C (0.2027, -3.9578, -1.5193)
C (0.1480, -2.9455, -2.6560)
C (0.4941, -1.5245, -2.1776)
Nb (0.1830, 0.0459, -3.7446)
P (-0.0667, 2.1410, -5.2273)
O (-0.5552, 3.3761, -4.2306)
Br (1.9889, 2.8603, -5.9338)
H (-2.5455, 1.1237, -2.8855)
H (-3.7183, 2.3387, -2.5094)
H (-4.2391, 0.7254, -2.8119)
H (-3.9892, 0.1252, -0.6507)
H (-3.7255, 1.8018, -0.2867)
H (-1.9481, 0.3025, 0.5830)
H (-1.5787, -0.1400, -1.0687)
H (-0.6760, 1.9253, -1.6078)
H (-1.6702, 2.7715, -0.4751)
H (-0.2176, 2.1146, 1.3842)
H (0.6782, 2.8443, 0.1122)
H (0.7296, 0.1844, -0.5995)
H (2.0271, 1.1206, 0.0412)
H (0.0486, -0.3982, 1.7964)
H (1.4507, 0.4845, 2.3307)
H (2.5519, -1.1094, 0.4956)
H (2.4669, -1.5976, 2.2144)
H (0.5323, -2.9175, 1.7004)
H (0.3920, -2.1220, 0.1196)
H (2.1071, -4.4041, 1.0448)
H (2.9937, -3.1960, 0.2330)
H (2.3487, -3.8725, -1.7883)
H (1.7797, -5.2744, -1.0025)
H (-0.1594, -4.8820, -1.9505)
H (-0.4780, -3.6942, -0.7226)
H (-0.8086, -2.9549, -3.1601)
H (0.9077, -3.2416, -3.3637)
H (1.5005, -1.5237, -1.7815)
H (-0.1835, -1.2859, -1.3596)
H (-1.1444, 0.8354, -2.7165)
H (-1.0921, -0.9057, -4.6679)
H (1.5626, -0.5125, -4.8069)
H (1.4011, 1.0728, -2.8038)
H (-0.2331, 3.1770, -3.3463)
C (0.8500, 0.4098, 6.1802)
N (1.7187, -0.3646, 5.2552)
O (2.9254, -0.2694, 5.3895)
O (1.1638, -1.0401, 4.4264)
H (1.4846, 0.9617, 6.8612)
H (0.2395, 1.0828, 5.5848)
H (0.2337, -0.3024, 6.7143)
C (2.9247, 6.1907, -6.2968)
N (3.1195, 7.5562, -6.8606)
O (2.1374, 8.2388, -7.0500)
O (4.2594, 7.8973, -7.0957)
H (1.8675, 6.0255, -6.1399)
H (3.3247, 5.4808, -7.0119)
H (3.4688, 6.1462, -5.3591)
C (4.1734, 2.6031, -3.2984)
N (4.9994, 2.2823, -2.0994)
O (6.0713, 2.8457, -1.9825)
O (4.5513, 1.4803, -1.3155)
H (4.7182, 3.3303, -3.8877)
H (4.0175, 1.6861, -3.8558)
H (3.2269, 3.0057, -2.9556)
C (-4.1362, -2.7768, 1.4181)
N (-2.8144, -2.0965, 1.3505)
O (-2.6273, -1.1247, 2.0540)
O (-1.9968, -2.5603, 0.5967)
H (-4.7565, -2.2523, 2.1340)
H (-4.5716, -2.7485, 0.4237)
H (-3.9577, -3.8004, 1.7300)
C (-4.2896, -1.8842, -1.7615)
N (-5.5217, -2.6454, -1.4206)
O (-6.5208, -2.4349, -2.0690)
O (-5.4434, -3.4335, -0.4996)
H (-4.5038, -1.2197, -2.5883)
H (-4.0023, -1.3216, -0.8789)
H (-3.5219, -2.6035, -2.0295)
C (3.9404, -2.5639, 8.0315)
N (2.5054, -2.7188, 7.6789)
O (2.1475, -3.7696, 7.2047)
O (1.7888, -1.7622, 7.8886)
H (4.4540, -3.4849, 7.7883)
H (4.3250, -1.7323, 7.4482)
H (3.9930, -2.3522, 9.0946)
C (-3.8337, 1.7367, 3.9629)
N (-3.0788, 1.4984, 5.2234)
O (-1.9945, 2.0243, 5.3436)
O (-3.6063, 0.7889, 6.0509)
H (-3.2439, 2.3819, 3.3239)
H (-3.9955, 0.7706, 3.4944)
H (-4.7753, 2.2052, 4.2309)

Force components x, y, z for each atom (eV/Å):
C -0.615 0.222 0.242
C -0.035 0.362 -0.516
C -0.717 0.240 0.090
C -0.507 -0.351 0.554
C 0.255 0.362 -0.311
C -0.831 0.756 -0.184
C 0.455 -0.283 0.226
C -0.862 0.278 -0.534
C 1.342 0.236 0.806
C -0.378 0.181 -0.373
C -0.389 -0.329 0.780
C 0.152 -0.315 -0.874
C 0.296 0.836 0.217
C -0.018 0.616 -0.525
Nb 0.266 -3.307 0.636
P -0.051 0.418 0.557
O 0.123 0.002 -0.382
Br 0.120 0.085 -0.076
H -0.174 -0.066 -0.099
H -0.114 0.493 -0.013
H -0.393 -0.165 -0.309
H -0.061 0.541 0.446
H -0.168 0.264 0.428
H 0.370 0.088 0.275
H 0.275 -0.200 0.024
H 0.253 0.178 -0.053
H -0.196 0.514 0.174
H -0.227 -0.098 0.492
H 0.350 0.399 0.050
H 0.197 -0.226 0.028
H 0.691 -0.210 0.005
H -0.424 0.012 0.128
H 0.067 0.327 0.382
H 0.833 -0.022 -0.041
H 0.408 -0.136 0.280
H -0.627 -0.084 0.136
H -0.210 -0.348 -0.016
H -0.114 -0.394 0.322
H 0.517 0.215 -0.027
H 0.161 0.353 -0.517
H 0.127 -0.479 0.004
H -0.281 -0.459 -0.038
H -0.024 0.015 0.223
H -0.361 -0.121 -0.180
H 0.104 -0.218 -0.594
H 0.321 0.110 0.293
H 0.030 0.111 -0.012
H 1.101 0.086 -1.592
H -0.639 0.006 -0.209
H 0.232 0.582 -0.703
H -0.253 0.294 0.100
H 0.027 0.059 0.230
C 0.015 0.299 0.038
N -0.098 0.203 0.238
O 0.177 -0.055 0.026
O -0.103 -0.282 -0.102
H 0.076 -0.033 0.019
H -0.027 -0.123 -0.064
H -0.090 -0.034 -0.070
C -0.191 0.026 0.035
N -0.009 -0.170 0.091
O -0.142 0.132 -0.041
O 0.177 0.056 -0.042
H -0.046 0.023 -0.032
H 0.085 -0.007 0.015
H 0.103 -0.027 -0.034
C 0.194 0.147 -0.069
N -0.066 0.099 -0.189
O 0.149 0.076 0.023
O -0.064 -0.157 0.180
H 0.047 0.012 0.003
H -0.172 -0.070 0.104
H -0.101 -0.193 0.031
C 0.981 0.989 1.350
N -0.515 -0.260 0.830
O -0.059 0.288 0.314
O 0.189 -0.158 -0.497
H 0.083 0.064 0.199
H 0.968 0.059 1.331
H 0.013 -0.094 -0.192
C -0.041 -0.431 -0.370
N -0.256 0.424 -1.266
O -0.044 -0.012 0.175
O -1.741 -1.413 -1.872
H -0.102 -0.083 0.052
H 0.042 -0.562 -0.210
H 0.083 -0.062 0.109
C 0.174 -0.060 -0.049
N 0.173 0.034 -0.029
O -0.098 -0.192 -0.054
O -0.111 0.044 0.153
H -0.038 -0.054 -0.035
H -0.060 0.075 0.027
H -0.031 0.101 0.003
C 0.068 0.074 -0.193
N -0.154 -0.034 -0.172
O 0.190 0.118 0.052
O -0.053 -0.075 0.122
H 0.084 -0.002 0.019
H -0.016 -0.048 0.032
H -0.047 -0.083 0.060

Summary:
- charge = -1

Löwdin atomic charge list, values in e, 4 entries:
1. C -0.11
2. C -0.25
3. C -0.24
4. C -0.24



Entry 2:
Here is a 10-piece molecular cluster, C35H78F3O25P3S4 overall from the Open Molecules 2025 dataset. Energies are from ωB97M-V/def2-TZVPD.

CARTESIAN COORDINATES (ANGSTROEM)
C (0.2207, 2.0176, 4.8468)
C (-0.0781, 1.6651, 6.2648)
O (-0.0556, 2.7554, 7.1072)
P (1.1995, 3.7953, 7.0969)
O (1.1238, 4.8586, 6.0673)
O (2.5379, 2.8675, 7.0462)
C (3.7860, 3.4768, 7.3275)
C (4.6348, 2.6033, 8.3683)
O (1.2495, 4.4503, 8.6253)
C (0.1675, 5.2875, 8.9361)
C (-0.6778, 4.6921, 10.0701)
H (0.2794, 1.1069, 4.2508)
H (-0.4654, 2.7456, 4.4138)
H (1.2597, 2.3469, 4.8460)
H (-1.0277, 1.1556, 6.4284)
H (0.5860, 0.8792, 6.6245)
H (4.3400, 3.6356, 6.4023)
H (3.5509, 4.3928, 7.8695)
H (5.6228, 3.0342, 8.5302)
H (4.1435, 2.5009, 9.3359)
H (4.8333, 1.5838, 8.0377)
H (0.5266, 6.2598, 9.2734)
H (-0.4679, 5.4989, 8.0761)
H (-1.0698, 3.7013, 9.8407)
H (-0.1218, 4.5912, 11.0022)
H (-1.4844, 5.3602, 10.3718)
C (-3.7273, -0.7153, 1.2602)
C (-4.3557, -1.7617, 2.2502)
O (-5.2398, -2.6071, 1.4914)
P (-5.9658, -3.8729, 2.2056)
O (-6.5159, -3.6157, 3.5649)
O (-7.0226, -4.4069, 1.1516)
C (-8.4106, -4.3977, 1.4899)
C (-8.7588, -5.8218, 2.1554)
O (-4.8662, -5.0987, 2.1201)
C (-5.0128, -6.3001, 2.8459)
C (-3.9930, -7.3201, 2.2793)
H (-4.4939, -0.0760, 0.8223)
H (-2.9484, -0.1676, 1.7908)
H (-3.1160, -1.1031, 0.4453)
H (-3.6086, -2.4464, 2.6515)
H (-4.8669, -1.2334, 3.0551)
H (-8.7354, -3.5909, 2.1469)
H (-9.0410, -4.3302, 0.6032)
H (-8.1503, -5.9807, 3.0456)
H (-9.7892, -5.7861, 2.5091)
H (-8.6254, -6.6995, 1.5230)
H (-4.8758, -6.0870, 3.9061)
H (-6.0398, -6.6597, 2.7824)
H (-2.9945, -6.8829, 2.2820)
H (-3.8717, -8.2078, 2.9001)
H (-4.2197, -7.5200, 1.2321)
C (4.2745, 0.4905, -8.2746)
C (3.2118, 1.1849, -9.0386)
O (1.9560, 1.0729, -8.3745)
P (0.9345, -0.1500, -8.6567)
O (1.4993, -1.5279, -8.6993)
O (-0.3416, 0.0961, -7.6527)
C (-0.0478, 0.2575, -6.2055)
C (0.3514, -1.0790, -5.5701)
O (0.3318, 0.4068, -10.0693)
C (-0.3257, 1.6655, -10.2332)
C (-1.7977, 1.2789, -10.4653)
H (4.5078, 1.0460, -7.3662)
H (4.0517, -0.5623, -8.1008)
H (5.2630, 0.4826, -8.7338)
H (3.5587, 2.2079, -9.1846)
H (3.0262, 0.8024, -10.0422)
H (0.6216, 1.0940, -6.0049)
H (-0.9367, 0.5720, -5.6587)
H (0.3744, -1.0594, -4.4806)
H (-0.3286, -1.8820, -5.8546)
H (1.3275, -1.4237, -5.9114)
H (-0.2230, 2.2592, -9.3248)
H (0.1062, 2.1634, -11.1013)
H (-1.8661, 0.6786, -11.3726)
H (-2.2207, 0.6913, -9.6505)
H (-2.3624, 2.1921, -10.6530)
C (2.3681, -3.7458, -3.0794)
S (3.6422, -2.3883, -3.3277)
O (3.2106, -1.1121, -2.6581)
C (5.0197, -3.0838, -2.2482)
H (1.5013, -3.5191, -3.7001)
H (1.9877, -3.6905, -2.0594)
H (2.6182, -4.7748, -3.3378)
H (5.8878, -2.4476, -2.4204)
H (5.1600, -4.1092, -2.5902)
H (4.6984, -3.1535, -1.2089)
C (-4.0506, 2.2016, -2.9438)
S (-2.2739, 2.4882, -2.8366)
O (-1.6150, 1.0958, -3.1555)
C (-1.9770, 3.5746, -4.3312)
H (-4.3412, 1.8491, -3.9335)
H (-4.5772, 3.1017, -2.6267)
H (-4.4218, 1.6442, -2.0838)
H (-2.2071, 4.6363, -4.2422)
H (-2.6556, 3.1918, -5.0935)
H (-0.9622, 3.4532, -4.7101)
C (3.7356, 0.5345, 2.9360)
S (3.0210, -1.0588, 3.5540)
O (4.0683, -2.1279, 3.2221)
C (3.1442, -0.7645, 5.3518)
H (4.8129, 0.4712, 3.0888)
H (3.2945, 1.3142, 3.5571)
H (3.5314, 0.8081, 1.9009)
H (2.4423, 0.0631, 5.4545)
H (4.1618, -0.4603, 5.5968)
H (2.8109, -1.5348, 6.0473)
C (0.5986, 0.9258, 0.8433)
S (0.7404, -0.8239, 0.3452)
O (-0.1465, -1.6596, 1.2637)
C (-0.1255, -0.7310, -1.3175)
H (1.1993, 1.0904, 1.7378)
H (-0.4314, 1.2305, 1.0289)
H (0.8457, 1.6172, 0.0377)
H (-1.1831, -0.4799, -1.3992)
H (0.0737, -1.6687, -1.8363)
H (0.3715, -0.0237, -1.9814)
C (-0.3664, -4.4031, 0.1323)
C (-1.8230, -3.8726, 0.1785)
O (-2.5072, -5.0992, 0.0608)
C (-1.6903, -6.1595, -0.2414)
O (-1.9762, -7.3013, -0.5804)
O (-0.4209, -5.7415, -0.1974)
F (-2.0704, -3.2287, -0.9554)
H (0.1728, -4.1954, 1.0566)
H (0.1290, -4.0212, -0.7603)
H (-2.1922, -3.2573, 0.9990)
C (2.9251, 5.0251, 3.2590)
C (4.3104, 4.4877, 2.9595)
O (4.1463, 3.9344, 1.6763)
C (2.9292, 3.9395, 1.2664)
O (2.5607, 3.4739, 0.1471)
O (2.1786, 4.4254, 2.2273)
F (4.5710, 3.4938, 3.7774)
H (2.8852, 6.1049, 3.1159)
H (2.5863, 4.7761, 4.2646)
H (4.9619, 5.3425, 3.1411)
C (2.1596, 1.5421, -3.1989)
C (3.3029, 1.9204, -4.0858)
O (3.0827, 3.3380, -4.1862)
C (1.7621, 3.6390, -3.9388)
O (1.2498, 4.7916, -3.9746)
O (1.1986, 2.5535, -3.4005)
F (3.2015, 1.2403, -5.2120)
H (2.4371, 1.5921, -2.1460)
H (1.7435, 0.5697, -3.4622)
H (4.2600, 1.6251, -3.6558)

Force components x, y, z for each atom (eV/Å):
C 0.605 -0.598 -0.360
C -0.614 -2.318 -0.438
O 1.740 2.604 1.594
P 0.245 0.536 0.985
O 0.137 -0.949 0.569
O -2.215 -0.020 0.012
C 1.357 -0.526 2.200
C -0.627 0.222 -1.032
O 0.524 -1.962 -2.424
C -1.661 0.784 1.244
C 0.229 -0.001 0.332
H -0.487 -0.102 -0.160
H 0.216 -0.025 0.025
H -0.018 0.617 -0.333
H -0.462 0.494 -0.322
H 0.671 0.183 0.022
H -0.098 0.079 0.084
H 0.503 0.364 -0.392
H -0.119 0.348 -0.073
H -0.208 0.318 -0.108
H -0.229 0.005 -0.398
H 0.380 -0.028 -0.099
H 0.078 -0.172 -0.194
H -0.100 0.117 -0.224
H 0.475 -0.092 -0.154
H -0.230 0.042 -0.477
C 0.184 -0.789 0.715
C 0.986 0.376 -1.361
O -1.211 -1.409 0.313
P 0.957 -0.903 0.934
O 0.643 -0.090 -1.285
O -0.072 0.987 -0.178
C -1.233 -2.708 0.723
C 0.145 1.620 0.118
O -0.548 2.660 -0.534
C 0.205 -0.922 0.446
C -0.105 1.007 0.311
H 0.051 0.108 0.267
H -0.410 0.478 0.382
H -0.450 -0.743 -0.107
H 0.311 0.409 0.297
H -0.190 -0.243 -0.045
H 0.573 -0.025 0.179
H 0.586 0.157 -0.377
H 0.093 0.212 0.013
H -0.126 -0.067 -0.132
H 0.030 0.371 -0.390
H 0.345 -0.060 0.096
H -0.050 -0.198 -0.342
H -0.022 0.311 0.012
H -0.561 -0.147 -0.174
H -0.069 -0.351 0.170
C 1.310 -0.674 0.541
C 0.092 -0.422 -1.204
O -0.866 -0.052 1.457
P -0.601 0.662 -1.096
O -0.732 2.014 -0.018
O 2.013 0.445 0.356
C -0.592 -0.716 0.588
C 0.600 -0.175 -0.477
O 1.041 -1.669 0.903
C -1.283 -1.109 0.575
C 0.436 0.749 -0.605
H -0.548 -0.308 0.375
H -0.232 0.132 0.341
H -0.139 0.154 -0.778
H -0.873 0.405 0.335
H 0.480 -0.265 -0.163
H 0.575 -0.303 -0.514
H -0.565 -0.041 -0.739
H -0.110 0.402 0.046
H -0.294 0.230 -0.088
H 0.186 0.141 -0.037
H 0.138 0.195 -0.129
H 0.040 0.019 0.131
H 0.062 -0.053 0.000
H 0.168 0.277 0.122
H -0.314 -0.023 0.190
C -0.504 0.875 0.399
S 0.692 -0.750 0.564
O -0.283 -0.848 -0.166
C -1.398 -0.186 -0.742
H 0.169 0.412 -0.264
H 0.337 -0.058 0.209
H 0.758 0.243 0.055
H -0.129 -0.150 0.157
H 0.338 0.082 -0.209
H 0.001 0.455 -0.018
C -0.281 0.916 0.424
S 1.653 -1.907 -0.552
O -1.370 2.715 0.205
C -0.902 -0.860 -0.396
H -0.110 -0.145 0.290
H 0.202 0.807 -0.885
H 0.723 -1.143 -0.348
H 0.072 -0.118 0.714
H 0.010 -0.145 -0.147
H -0.003 -0.138 0.574
C -0.133 -0.083 1.087
S 1.527 -1.825 -0.779
O -1.378 1.378 0.309
C -0.030 1.142 -0.479
H -0.034 0.036 0.096
H 0.157 0.140 0.097
H -0.230 -0.719 -0.064
H 0.159 0.339 0.412
H -0.032 0.060 0.007
H 0.015 -0.470 -0.757
C -0.769 0.145 -0.326
S -1.490 -0.155 -0.546
O 0.620 0.882 -0.726
C 0.905 0.051 -0.147
H 0.017 -0.032 -0.178
H -0.256 -0.575 0.374
H 0.778 -0.297 -0.076
H 0.040 -0.115 0.777
H -0.178 -0.344 0.441
H 0.211 0.331 0.517
C 0.562 2.119 0.061
C 1.115 -2.113 -0.043
O -1.046 -1.480 0.434
C -0.187 -1.794 -1.146
O -0.167 3.006 1.166
O -0.388 -1.650 0.549
F -0.414 1.426 -1.515
H 0.099 -0.176 -0.166
H 0.149 1.082 0.498
H 0.305 -0.442 0.144
C 0.272 0.391 -0.342
C -2.079 1.700 0.026
O 4.611 0.470 -0.004
C -2.936 -2.058 -4.401
O 1.173 1.908 4.467
O -2.998 0.093 -0.098
F 1.149 -1.734 1.456
H -0.051 0.044 0.086
H -0.315 -0.178 -0.194
H 1.106 -0.639 -0.970
C -0.263 -0.693 0.837
C -0.465 0.440 2.411
O 0.316 -0.073 -1.281
C -0.664 3.437 1.538
O 2.060 -4.849 -0.531
O -1.224 1.034 -0.716
F -0.142 -0.059 -2.393
H 0.110 -0.275 0.029
H 0.119 0.223 0.101
H 0.174 0.922 0.050

Löwdin atomic charge list, values in e, 4 entries:
1. C -0.07
2. C -0.32
3. O -0.15
4. P 0.54



| no. | HOMO-LUMO gap (eV) |
| --- | --- |
| 1 | 6.257 |
| 2 | 9.190 |